1.
18
Properties=species:S:1:pos:R:3 method="wB97M-V/def2-TZVPD" charge=-1 homo_energy_ha=-0.142 e_above_lowest_kcal_mol=61.8 e_lumo_ev=4.00 homo_lumo_gap_ev=7.9 e_tot_ha=-666.26721
Si -0.21706 -0.24693 0.01189
N 2.34517 -1.31282 0.13512
N 1.06339 -1.27363 0.19833
N 3.09588 -0.29308 -0.00847
N 2.54475 0.86623 -0.11645
C -0.61783 0.68109 1.64431
C 2.43235 2.01805 0.09784
C -1.54375 -1.50351 -0.15474
C -0.33697 0.86691 -1.49921
H -0.20297 0.20401 -2.31062
H 0.48644 1.57975 -1.57931
H -0.04213 1.57554 1.91604
H -0.53912 -0.09611 2.41954
H -1.63855 -2.19427 0.65486
H -1.38167 -2.13520 -1.17317
H -2.41089 -0.94740 -0.31799
H -1.70745 0.95871 1.78548
H -1.32961 1.25268 -1.70345


2.
50
Properties=species:S:1:pos:R:3 method="wB97M-V/def2-TZVPD" charge=-1 homo_energy_ha="-0.030 / -0.147" multiplicity=2 e_lumo_ev="2.94 / 2.94" homo_lumo_gap_ev="3.8 / 6.9" e_tot_ha=-1456.57579
Hg 0.78503 -1.46281 -0.74626
P 0.09733 -2.32997 1.63800
O 3.40558 -2.74371 -0.05074
N -0.03997 1.36960 0.27147
N 0.53946 -0.19754 -3.44732
C 0.59991 4.99766 0.70533
C -3.27022 -2.13941 -1.49189
C -1.84809 0.18678 -0.86139
C -1.27128 -1.35197 2.32295
C -1.76123 2.69556 -0.87036
C -1.89887 -2.22659 -1.22983
C -0.49507 -4.04636 1.46870
C 1.43976 -2.44601 2.87206
C -1.17705 3.88320 -0.50051
C 2.44110 3.70418 1.61450
C 0.00030 3.79645 0.24776
C 1.75957 4.92731 1.40518
C -3.24997 0.24157 -1.06283
C -3.92840 -0.86558 -1.51990
C -1.16552 1.44245 -0.46215
C -1.22736 -1.03219 -0.96115
C 1.80544 2.51325 1.28470
C 2.86584 -1.88868 -0.72575
C 0.60938 2.51828 0.54692
C 3.64434 -1.12265 -1.75199
H -1.25609 -1.34700 3.41248
H 0.79658 -0.87522 -4.16809
H -0.48502 -0.14351 -3.45635
H -3.89213 1.11856 -0.78294
H 0.23839 -4.62858 0.91545
H -1.24244 -0.32971 1.96945
H 3.46373 3.66772 1.95400
H -2.17829 -1.73581 1.89175
H 1.44270 -1.57327 3.52812
H -1.37810 -3.17374 -1.32668
H -0.55015 -4.43675 2.48998
H 4.35473 -1.87282 -2.10728
H 1.28510 -3.39525 3.44466
H 0.87572 0.72159 -3.73941
H -1.44281 -4.06637 0.97216
H 0.16820 5.95670 0.45218
H -4.93461 -0.74219 -1.94363
H 2.22596 5.81289 1.77731
H 2.38116 -2.44989 2.27624
H -1.57165 4.87330 -0.66653
H -3.83524 -3.05111 -1.62722
H 2.24934 1.54218 1.54006
H 3.07881 -0.73840 -2.57970
H 4.16298 -0.21475 -1.38097
H -2.61685 2.65859 -1.54051


3.
36
Properties=species:S:1:pos:R:3 method="wB97M-V/def2-TZVPD" charge=+1 homo_energy_ha=-0.516 e_above_lowest_kcal_mol=0.0 e_lumo_ev=-3.90 homo_lumo_gap_ev=10.2 e_tot_ha=-931.33293
O -1.23335 -2.45290 -1.53378
O -2.67222 0.37805 1.74828
O 3.56182 -0.30949 0.41242
O -0.50988 2.58998 0.55942
O 1.49366 1.29600 1.95418
O -1.73388 -2.49006 1.31932
O -2.65931 -0.14281 -0.87219
O 1.86209 2.00366 -0.54157
O 0.14721 -0.00176 -0.00319
O 1.44759 -2.05220 0.98744
O 1.49625 -0.65901 -2.35707
O -0.66741 1.80688 -2.12773
Be 0.67395 1.37309 0.42655
H 2.89074 -0.94975 0.52094
H 0.84148 -0.42973 -3.03415
H -0.77240 2.82003 1.47994
H -1.65408 -3.17985 -1.95558
H -0.40509 3.40278 0.09992
H -1.13272 -2.55555 0.61922
H 2.35788 1.61321 2.13772
H -3.21851 -0.36892 1.97310
H 1.75663 2.10447 -1.55326
H -2.60088 -2.71157 1.02075
H 2.80470 1.97198 -0.49632
H 1.24810 0.74647 2.73540
H -0.49615 1.41910 -2.98402
H 1.45895 -1.90616 1.90470
H 3.69024 0.05284 1.32974
H -2.34832 -1.03049 -1.03118
H 1.06002 -0.44073 -1.52048
H 0.89662 -1.32293 0.64039
H -1.87748 0.04701 2.14853
H -1.30054 1.36534 -1.62133
H -0.81311 -0.17203 -0.18227
H -2.65795 0.04424 0.04720
H -0.93465 -1.85916 -2.25103


4.
194
Properties=species:S:1:pos:R:3 method="wB97M-V/def2-TZVPD" charge=+4 homo_energy_ha=-0.499 e_lumo_ev=-7.06 homo_lumo_gap_ev=6.5 e_tot_ha=-9407.69768
Br 19.63930 14.93991 20.11058
S 16.82094 16.35595 9.06644
S 13.47990 18.61028 16.02837
S 26.28176 15.97343 16.84617
S 21.96421 20.55526 15.23744
F 15.83996 15.21014 7.03853
F 25.69215 13.81028 15.52139
F 11.56848 18.99399 14.32464
F 11.34917 20.23314 16.17994
F 21.88199 18.83342 13.18752
F 24.11533 14.36700 16.89897
F 15.38286 17.32534 7.14452
F 22.07776 21.01598 12.54374
F 20.19376 20.13433 13.20187
F 10.95849 18.06831 16.25918
F 14.20860 15.87601 8.25010
F 25.90962 13.45134 17.59288
O 13.63966 17.21781 15.62101
O 26.09050 16.35493 18.26298
O 14.14220 19.59115 15.19727
O 16.73818 17.80788 9.50496
O 23.42357 20.48476 15.23123
O 21.23776 19.48314 15.91915
O 25.55292 16.88701 15.97672
O 18.10220 16.03421 8.36008
O 16.49377 15.37226 10.07419
O 21.39478 21.84010 15.59513
O 27.68362 15.75714 16.46642
O 13.59773 18.86723 17.50363
N 27.75805 15.93780 12.70026
N 14.61398 18.15320 11.88598
N 20.56081 28.08239 11.28368
N 27.56828 19.90158 22.54765
N 19.90361 12.63957 7.78858
N 10.13904 17.28038 19.40850
N 20.44485 26.03506 10.74726
N 16.48940 21.64436 16.67183
N 12.03991 16.33651 18.98483
N 20.18615 12.23200 5.65033
N 26.85238 17.86844 12.95712
N 22.70812 17.11810 18.34713
N 17.38016 12.76823 21.32718
N 17.84563 20.01198 17.13423
N 13.02689 17.96873 10.41601
N 18.75325 11.17827 21.19505
C 27.81458 18.81115 21.83298
C 9.09249 18.04645 20.13673
C 11.75066 19.03125 15.66486
C 20.71234 24.54706 10.67084
C 9.92240 15.89336 19.12689
C 24.58630 18.31139 19.91672
C 15.24133 22.35127 16.32481
C 26.68637 17.53245 11.61524
C 15.47070 16.20318 7.80688
C 26.23664 19.06195 13.67579
C 21.98386 29.37861 12.89338
C 13.51007 16.23804 18.97540
C 24.03311 17.15916 20.37886
C 19.39312 26.65462 9.96679
C 30.04042 15.02974 12.39540
C 25.60132 18.89200 20.86602
C 19.07565 18.89241 19.00311
C 27.34209 16.34019 11.46453
C 11.08371 15.32111 18.84034
C 24.26849 18.84479 18.70480
C 18.61317 21.11203 16.92073
C 17.75522 22.12278 16.57496
C 21.28923 11.71532 6.35464
C 12.85264 16.95894 11.33695
C 11.43252 17.48477 19.33563
C 21.62735 16.52913 17.48041
C 25.46087 14.30116 16.71848
C 13.85590 14.86926 18.30940
C 15.88617 18.55916 12.48413
C 20.05953 12.09579 4.16923
C 14.14737 18.58759 10.74161
C 12.33184 18.21948 9.14887
C 21.52442 20.12110 13.45131
C 26.83807 18.22829 21.02891
C 16.30830 13.72392 20.95134
C 23.25231 18.21682 17.94114
C 16.54860 20.35673 16.97796
C 13.82227 17.11090 12.27808
C 18.93363 8.93136 20.17076
C 28.68526 14.86157 13.03539
C 20.99063 29.39092 11.76186
C 17.64792 12.37837 22.61607
C 18.49278 11.32983 22.55864
C 16.22782 19.97123 12.18366
C 21.00934 11.81521 7.67619
C 20.35432 14.00296 9.87045
C 22.97464 16.60016 19.54860
C 19.46854 27.95600 10.36138
C 25.33544 20.06155 21.57728
C 19.39513 12.88037 6.53680
C 19.64304 10.20998 20.56371
C 21.11250 26.87529 11.45062
C 19.35548 13.18879 9.04543
C 27.42819 16.88298 13.56926
C 26.38513 20.54973 22.35407
C 18.31397 18.70637 17.71483
C 28.56788 20.42683 23.47511
C 18.06505 12.02795 20.48077
H 25.93509 19.89829 13.04522
H 11.34999 17.75828 9.30329
H 18.86008 18.17756 16.89275
H 19.01018 12.07605 3.83796
H 30.16217 16.02988 11.95736
H 28.81766 21.48889 23.30598
H 18.75589 28.80126 10.12637
H 28.20573 13.97681 12.62659
H 16.52949 20.09311 11.13066
H 17.12176 12.77584 23.46711
H 21.24541 13.45606 10.26891
H 9.15631 17.80909 21.18434
H 27.80820 15.87646 10.57235
H 18.86353 12.34161 9.56613
H 18.85917 25.99483 9.35204
H 21.04340 24.27687 9.67284
H 13.40760 14.96906 17.25869
H 14.94641 14.79018 18.15094
H 26.99458 19.45506 14.41326
H 18.65894 13.94282 8.76868
H 25.33761 18.75231 14.21014
H 21.48337 24.33583 11.37248
H 22.15740 30.42021 13.17810
H 20.00900 10.69320 19.63571
H 26.33940 18.24815 10.91549
H 30.85271 14.74267 13.10054
H 18.57054 13.55587 6.27677
H 11.32563 14.25819 18.84864
H 14.04047 16.47111 13.15696
H 20.66559 14.80831 9.18514
H 24.66432 19.70432 18.31414
H 12.85040 17.93205 8.18212
H 22.86210 28.81706 12.55642
H 18.63892 19.41678 19.84090
H 18.22873 12.15577 19.38968
H 20.17256 30.00636 12.12225
H 21.98834 10.91650 5.98673
H 15.44061 13.22745 21.39424
H 16.54693 14.69670 21.45278
H 24.45613 20.63490 21.48059
H 20.48733 11.10215 3.94173
H 15.51692 22.99389 15.45825
H 12.23048 19.27022 9.03455
H 14.62604 19.31404 10.07445
H 17.43423 18.14119 17.83044
H 21.23234 17.24215 16.78239
H 26.29400 21.47094 22.83636
H 18.76955 8.25423 20.98524
H 18.02181 9.10278 19.65800
H 19.63798 21.13102 17.05435
H 21.97669 26.62398 12.07080
H 19.27676 17.88176 19.37043
H 20.05722 19.39405 18.84604
H 15.71983 19.62924 17.07249
H 8.91830 15.54204 19.19357
H 29.52888 19.93149 23.34158
H 19.50897 8.54229 19.39400
H 11.91742 18.44250 19.48650
H 19.68768 14.37517 10.68567
H 16.29528 13.78481 19.86963
H 27.56003 16.88347 14.62766
H 8.18375 17.57709 19.74231
H 14.45750 21.67390 15.96326
H 22.90966 18.65593 17.00271
H 21.60648 28.79009 13.73969
H 13.53172 13.95056 18.77727
H 21.44090 29.92892 10.97634
H 13.86286 17.08102 18.37804
H 15.85477 18.28730 13.55626
H 21.99633 15.72858 16.86812
H 28.77565 18.34879 21.84220
H 12.02273 16.25208 11.22278
H 20.74306 12.83122 3.73808
H 17.98087 23.13949 16.26334
H 20.87001 16.04125 18.15206
H 22.37935 15.72016 19.85596
H 9.17767 19.10998 19.95718
H 16.58878 17.87768 11.95822
H 19.86646 23.95049 11.01635
H 18.85117 10.60253 23.33617
H 28.24652 20.23257 24.53022
H 20.50839 10.00707 21.25511
H 27.02647 17.35057 20.42475
H 24.37377 16.52462 21.26292
H 17.11708 20.28528 12.73764
H 30.10487 14.30535 11.59105
H 14.91497 22.86262 17.24070
H 13.85504 16.26896 19.98285
H 15.40662 20.71882 12.36972
H 21.54879 11.34072 8.53774
H 28.76554 14.76599 14.16596


5.
9
Properties=species:S:1:pos:R:3 method="wB97M-V/def2-TZVPD" charge=0 homo_energy_ha=-0.400 e_above_lowest_kcal_mol=84.2 e_lumo_ev=0.61 smiles="O=S12([O-])C[N@H+]1O2" homo_lumo_gap_ev=11.5 e_tot_ha=-718.43694
S 0.12680 1.03142 0.05765
O 0.61832 1.84082 -0.98973
O -0.57085 1.50968 1.19768
O 1.34978 0.06373 0.62985
N 0.47616 -1.04147 0.41946
C -0.44355 -0.60146 -0.54568
H 0.01965 -0.93079 -1.53328
H -1.47420 -0.97057 -0.48444
H -0.10210 -0.90137 1.24848


6.
43
Properties=species:S:1:pos:R:3 method="wB97M-V/def2-TZVPD" charge=+1 homo_energy_ha=-0.387 e_above_lowest_kcal_mol=23.1 e_lumo_ev=-3.80 homo_lumo_gap_ev=6.7 e_tot_ha=-2034.83673
Pd -0.06685 -0.06441 -0.43778
Cl -0.12750 -7.27109 -0.61559
S 2.11501 0.52396 -1.48098
O -0.36226 -1.53419 -1.64615
N -0.35608 1.40585 0.96851
N -0.43211 -1.21488 1.18646
N 0.68297 1.36639 -3.54050
C -0.09310 -0.18143 4.78516
C -0.19608 -1.02827 3.66075
C -0.44932 2.70405 0.79950
C -0.02518 3.54483 -4.06796
C 0.04473 2.22334 -4.37288
C -0.44215 3.61941 1.86723
C -0.29411 0.91142 2.24960
C 1.20448 3.08573 -2.03541
C -0.30320 3.15008 3.13869
C -0.17166 -5.56203 -0.87647
C 0.58613 3.97273 -2.87274
C -0.23388 1.75678 3.36736
C -0.23064 -2.79927 -1.34511
C -0.52938 -2.49771 1.14414
C -0.39047 -3.31715 -0.02957
C 1.27204 1.70738 -2.35718
C -0.12631 1.17583 4.65308
C -0.33103 -0.49515 2.40820
C -0.02599 -3.70662 -2.40274
C -0.00287 -5.05748 -2.17257
C -0.36369 -4.70690 0.17780
H -0.52957 4.67584 1.65716
H 0.00478 -0.62995 5.76431
H -0.52031 4.23181 -4.73616
H -0.53435 3.05365 -0.21973
H -0.15988 -2.09730 3.81706
H 0.08844 -3.30826 -3.40076
H 0.75012 0.38782 -3.79222
H 1.68999 3.40870 -1.12663
H 0.14650 -5.74755 -2.99242
H 0.57497 5.02529 -2.61725
H -0.48586 -5.10508 1.17711
H -0.37788 1.78459 -5.26454
H -0.66267 -3.03964 2.07860
H -0.07014 1.81974 5.52102
H -0.26562 3.82916 3.98155